204
Properties=species:S:1:pos:R:3:mulliken_charge:R:1 method="wB97M-V/def2-TZVPD" e_tot_ev=-92670.668 e_lumo_ev=0.539 total_charge=0 molar_mass_g_mol=1075.70 spin_multiplicity=1 homo_lumo_gap_ev=9.145 smiles=CC1(C)CCCC(C)(C)N1O.CC1(C)CCCC(C)(C)N1O.CC1(C)CCCC(C)(C)N1O.CC1(C)CCCC(C)(C)N1O.COCCNCCOC.COCCNCCOC.CC(C)O.CC(C)O.CC(C)O e_above_lowest_kcal_mol=35.3
C 13.48030 21.17733 13.21454 -0.280
O 14.60790 20.45588 13.61480 -0.381
C 15.37293 20.92063 14.65855 0.091
C 16.79854 20.47576 14.50072 -0.876
N 16.95066 18.99246 14.57336 0.089
C 18.24699 18.43085 14.11401 -0.912
C 19.30004 18.66691 15.13795 0.537
O 19.66024 20.01269 15.27274 -0.442
C 19.64361 20.56248 16.58323 -0.262
H 13.61661 22.18323 13.59134 0.378
H 12.62113 20.72329 13.65931 -0.214
H 13.29591 21.11798 12.16785 0.299
H 14.99073 20.55932 15.60059 -0.261
H 15.22253 22.01933 14.72058 0.634
H 17.44454 20.90199 15.21717 0.300
H 17.18663 20.82033 13.54176 0.346
H 16.29469 18.61231 13.92500 -0.112
H 18.65142 18.94602 13.19633 0.384
H 18.06723 17.38624 13.89557 0.373
H 20.16181 18.02766 14.85138 0.438
H 18.93723 18.28297 16.10283 -0.675
H 19.73658 21.67857 16.42411 0.266
H 20.50037 20.27693 17.18315 0.362
H 18.68460 20.39672 17.09015 -0.040
C 18.99303 13.75844 19.41401 -0.489
O 18.83042 12.87933 20.53305 -0.182
C 19.70227 11.78927 20.54585 -0.598
C 19.38460 10.84060 21.73904 -0.921
N 19.63680 11.67456 22.99626 -0.250
C 19.37895 10.97370 24.26211 -0.589
C 19.46360 12.00511 25.36401 -0.671
O 18.29339 12.81328 25.26742 -0.240
C 18.25832 13.91503 26.24657 -0.714
H 20.06307 13.88150 19.36577 0.529
H 18.65266 14.70535 19.79530 -0.093
H 18.54095 13.35534 18.49510 0.101
H 20.71748 12.17544 20.61247 0.364
H 19.63583 11.26597 19.61057 0.429
H 20.11824 9.99785 21.71858 0.405
H 18.44585 10.35370 21.55977 0.394
H 18.87169 12.34632 22.95527 0.096
H 20.11149 10.19979 24.41320 0.478
H 18.38824 10.43895 24.32554 0.288
H 20.32897 12.63125 25.15129 0.311
H 19.55431 11.62136 26.39429 0.452
H 18.40279 13.57091 27.30032 0.309
H 17.27842 14.31647 26.12411 0.104
H 18.86522 14.65102 25.77892 0.377
C 18.92749 17.16847 18.55611 -1.876
C 18.01915 17.80145 19.64434 1.896
C 18.71823 18.93275 20.29924 -1.647
O 16.78011 18.17440 19.10325 1.852
H 19.82324 16.82325 19.06955 0.676
H 19.05102 18.01728 17.89585 0.023
H 18.43708 16.29255 18.09607 0.042
H 17.84017 17.09379 20.44790 -0.150
H 18.05232 19.58249 20.88901 0.238
H 19.30849 19.52443 19.62334 0.213
H 19.54149 18.47961 20.93370 0.458
H 16.51031 17.61455 18.29862 -0.583
C 14.15638 16.07060 17.82407 -1.068
C 14.57066 16.91137 16.64646 1.945
C 13.78499 18.19411 16.62879 0.925
O 15.96852 17.17678 16.77060 0.193
H 14.23744 16.71479 18.71035 -0.330
H 14.70966 15.11370 17.97658 0.143
H 13.08855 15.81943 17.75539 0.569
H 14.43666 16.45456 15.64926 -0.579
H 14.05594 18.76942 17.50641 -0.844
H 12.72142 17.89908 16.75022 -0.149
H 13.94826 18.71867 15.67530 -0.839
H 16.32528 17.76762 16.06671 -0.682
C 15.86862 21.51111 20.27828 -1.459
C 15.39666 21.31975 18.84638 1.942
C 14.89148 22.65894 18.30811 -1.595
O 16.40321 20.86742 17.97577 -0.397
H 14.99768 21.61321 20.92942 0.425
H 16.55927 22.30369 20.46136 0.333
H 16.39165 20.60408 20.51320 0.018
H 14.50930 20.70723 18.74566 -0.622
H 14.26600 22.54017 17.43398 0.170
H 15.79232 23.25657 18.09676 0.413
H 14.23142 23.15975 19.06104 0.342
H 16.56400 19.93618 18.24373 -0.235
C 18.61178 13.25798 15.13356 -0.835
C 17.68916 12.59845 14.15476 1.750
C 18.31618 11.32157 13.54530 -1.346
C 18.59747 10.24375 14.56782 -0.669
C 17.24567 9.93831 15.25000 -1.395
C 16.44116 11.20184 15.74512 1.923
N 16.46479 12.20609 14.71871 -0.093
O 15.48323 13.20338 14.97518 0.264
C 15.03879 10.62554 15.85544 -1.873
C 16.90269 11.63090 17.13915 -1.189
C 17.34453 13.67424 13.07187 -2.027
H 19.26130 13.96794 14.60228 0.542
H 19.12976 12.53423 15.81551 0.104
H 18.01208 13.89101 15.92066 -0.306
H 17.57222 10.91913 12.85060 0.427
H 19.25825 11.42083 13.03941 0.401
H 19.28725 10.60344 15.34740 0.273
H 19.08140 9.32184 14.20576 0.421
H 17.35530 9.34164 16.14797 0.481
H 16.73022 9.30364 14.47465 0.413
H 14.38156 11.33581 16.37482 0.331
H 14.77655 10.51190 14.75709 0.433
H 14.95026 9.60726 16.39292 0.331
H 16.36883 10.93702 17.83196 0.478
H 17.97219 11.58747 17.26957 0.161
H 16.59204 12.61531 17.44277 -0.060
H 18.25198 13.75862 12.53992 0.593
H 17.09020 14.61956 13.51576 0.202
H 16.48275 13.54952 12.43879 0.287
H 15.77697 13.77216 15.69405 0.059
C 11.50605 21.21963 16.64650 -0.251
C 10.04642 20.66133 16.62454 2.106
C 10.07432 19.24527 17.20713 -0.381
C 10.36103 19.25714 18.72093 0.845
C 9.23002 19.97164 19.41367 -2.086
C 9.04069 21.44377 18.99206 1.869
N 9.02060 21.37512 17.54429 0.178
O 8.90623 22.65352 17.04780 -0.529
C 7.73542 21.91221 19.50137 -2.006
C 10.13750 22.26140 19.71159 -1.437
C 9.43366 20.58722 15.26103 -1.838
H 11.54643 22.29895 16.48381 0.464
H 12.12308 20.62952 15.95837 -0.612
H 11.90148 21.07324 17.64153 0.033
H 9.07703 18.85514 17.05024 0.863
H 10.71912 18.66206 16.53421 -1.330
H 11.30185 19.80574 18.95909 -0.562
H 10.33228 18.21648 19.10630 0.402
H 9.33777 19.91191 20.53576 0.313
H 8.33700 19.43356 19.19376 0.512
H 6.98516 21.13593 19.20960 0.397
H 7.72094 21.91940 20.55786 0.427
H 7.54369 22.97364 19.16011 0.342
H 11.13262 21.79820 19.59439 0.190
H 10.28642 23.29689 19.48031 0.398
H 9.88405 22.31147 20.79876 0.398
H 9.18513 21.59490 14.92243 0.406
H 8.58640 19.90015 15.20538 0.399
H 10.19187 20.24173 14.61044 0.174
H 9.75794 23.08946 17.16668 0.387
C 15.87042 17.75718 23.17823 -0.916
C 14.45865 17.33400 23.64174 2.049
C 13.27785 17.94307 22.95110 -1.616
C 13.17180 17.44190 21.45264 1.248
C 13.10073 15.95194 21.39802 -1.363
C 14.21656 15.26343 22.12359 1.962
N 14.31826 15.86467 23.50936 -0.160
O 15.53438 15.29533 24.17028 -0.296
C 13.77176 13.84033 22.45841 -2.119
C 15.51062 15.17825 21.24977 -1.009
C 14.30694 17.73806 25.08962 -1.921
H 15.88661 18.25292 22.18371 -0.155
H 16.44582 16.85705 22.95736 0.104
H 16.35795 18.44108 23.87357 0.474
H 12.37277 17.80933 23.54624 0.382
H 13.43742 19.04533 22.91836 0.359
H 14.09680 17.78125 20.91266 -0.973
H 12.34523 17.91104 20.94953 0.107
H 13.03488 15.47437 20.40852 0.046
H 12.16071 15.60995 21.92148 0.507
H 14.54668 13.26560 22.98248 0.436
H 12.91400 13.86080 23.12464 0.490
H 13.54180 13.25069 21.56556 0.419
H 15.39701 14.28751 20.56079 0.299
H 15.66633 16.06290 20.69704 -0.056
H 16.41761 14.96553 21.80187 0.339
H 15.09573 17.39618 25.72826 0.367
H 13.28031 17.36288 25.37152 0.450
H 14.41065 18.80720 25.26275 0.396
H 15.21572 14.43471 24.46240 0.335
C 11.61940 17.98293 11.14616 -1.430
C 10.78178 16.81488 11.63405 1.699
C 10.95763 15.54085 10.74886 -1.398
C 12.28872 14.85710 10.93262 -0.739
C 12.47308 14.43973 12.36204 -1.199
C 12.34314 15.65067 13.30675 2.491
N 11.04546 16.35578 13.00880 -0.324
O 11.07213 17.53324 13.80374 0.062
C 12.25262 15.13215 14.74582 -1.561
C 13.53866 16.61722 13.16212 -2.023
C 9.35924 17.22923 11.62330 -1.848
H 12.66153 17.71463 10.93228 0.317
H 11.65147 18.80308 11.88828 0.071
H 11.16466 18.25542 10.21067 0.605
H 10.20278 14.80517 11.01280 0.381
H 10.68126 15.93488 9.73701 0.417
H 13.05368 15.55417 10.62731 0.319
H 12.26606 13.99898 10.31283 0.517
H 13.40996 14.00226 12.51350 0.174
H 11.69223 13.70269 12.54433 0.446
H 13.08983 14.42483 14.85040 0.122
H 12.14502 15.87309 15.54994 -0.138
H 11.38502 14.46034 14.73971 0.684
H 13.83859 16.76621 12.14258 0.599
H 13.45080 17.60552 13.62057 0.135
H 14.38134 16.24421 13.72463 0.253
H 9.20834 18.03678 12.31940 0.302
H 8.67769 16.36206 11.82012 0.396
H 9.15989 17.57190 10.59682 0.425
H 10.40915 17.43517 14.47243 0.211